10
Properties=species:S:1:pos:R:3:forces:R:3:nbo_charge:R:1 method="wB97M-V/def2-TZVPD" de_lowest_ev=3.9871 e_tot_ha=-706.7552 homo_ev="-8.9888 / -8.4771" e_lumo_ev="-1.476 / -2.155" orbital_gap_ha="0.276 / 0.232"
C 1.934 0.684 -0.295 0.4 -3.3 0.0 0.676
C -1.218 0.138 -0.276 0.3 0.6 0.2 -0.718
C -0.659 -0.746 0.717 0.5 -1.3 0.4 -0.081
N 2.019 -0.517 -0.481 0.8 1.7 -0.5 -0.767
O 1.881 1.829 -0.045 -0.2 1.6 0.2 -0.593
Cl 0.384 -1.890 0.233 -0.7 0.7 0.4 0.454
H -1.210 -0.395 -1.204 -0.8 -0.2 -0.7 0.250
H -2.180 0.599 0.055 1.0 -0.1 -0.6 0.255
H -0.340 0.828 -0.470 -1.1 0.2 0.4 0.305
H -0.612 -0.530 1.766 -0.2 0.1 0.4 0.218


12
Properties=species:S:1:pos:R:3:forces:R:3:nbo_charge:R:1 method="wB97M-V/def2-TZVPD" de_lowest_ev=1.3022 e_tot_ha=-1180.2412 homo_ev=-9.4874 e_lumo_ev=-0.531 orbital_gap_ha=0.329
C -0.873 1.105 0.100 -3.2 0.7 0.9 0.574
C 0.412 1.316 -0.720 -1.9 -2.1 -1.2 -0.314
C -0.220 -0.117 0.731 2.3 -1.0 1.4 -0.356
N 1.040 0.331 0.088 -1.2 0.0 2.5 -0.598
O -1.968 1.611 0.352 3.2 -1.0 -1.2 -0.470
O -0.714 -2.726 1.375 0.4 0.0 0.5 -0.872
S -0.901 -1.853 0.238 -0.9 0.6 -0.6 1.261
Cl 0.473 -2.393 -1.276 0.0 0.3 0.3 -0.285
H 0.368 1.013 -1.768 -0.6 0.1 -0.2 0.206
H 0.882 2.195 -0.658 1.4 3.8 0.2 0.210
H -0.130 -0.183 1.893 -0.5 0.0 -2.0 0.257
H 1.630 -0.300 -0.354 1.0 -1.5 -0.7 0.387


12
Properties=species:S:1:pos:R:3:forces:R:3:nbo_charge:R:1 method="wB97M-V/def2-TZVPD" de_lowest_ev=0.0000 e_tot_ha=-1180.2068 homo_ev="-6.0238 / -10.4645" spin_multiplicity=3 e_lumo_ev="0.574 / -1.966" orbital_gap_ha="0.242 / 0.312"
C -1.704 0.227 0.291 -0.2 0.3 0.4 0.541
C -0.515 0.178 -0.624 0.2 -0.1 -0.2 -0.384
C 1.612 0.107 0.551 -0.4 3.1 1.2 -0.432
N 0.623 0.825 -0.022 -0.9 0.5 -0.9 -0.500
O -1.798 0.822 1.315 0.2 -0.1 -0.3 -0.497
O 1.095 -2.165 -0.601 -0.7 -0.4 -0.7 -0.786
S 2.035 -1.485 0.327 2.2 -3.3 0.3 0.951
Cl -3.052 -0.699 -0.349 -0.3 -0.2 -0.2 -0.058
H -0.252 -0.870 -0.843 -0.4 0.6 0.0 0.300
H -0.783 0.665 -1.570 -0.1 -0.1 0.1 0.240
H 2.295 0.636 1.193 0.1 0.1 0.1 0.217
H 0.445 1.758 0.332 0.2 -0.2 0.0 0.408


12
Properties=species:S:1:pos:R:3:forces:R:3:nbo_charge:R:1 method="wB97M-V/def2-TZVPD" de_lowest_ev=1.2519 e_tot_ha=-369.8538 homo_ev="-10.1811 / -11.5874" spin_multiplicity=2 e_lumo_ev="-3.632 / -3.639" charge=+1 orbital_gap_ha="0.241 / 0.292"
O 0.149 0.354 0.375 0.0 -0.4 0.3 -1.102
C -0.350 1.603 0.043 0.3 0.0 -0.6 -0.139
C 0.503 2.757 0.479 -0.9 0.1 0.9 -0.239
O 2.031 3.370 -0.992 1.7 -1.1 -1.1 -0.461
C 2.789 2.441 -1.074 -2.7 1.7 1.6 0.966
O 3.049 1.383 -0.615 0.9 -0.8 -0.5 -0.668
Cs -2.212 -2.170 1.458 0.3 0.4 -0.2 0.996
Li 1.885 -0.003 0.255 -0.3 0.4 -0.2 0.952
H -1.359 1.833 0.463 0.2 -0.2 0.2 0.156
H -0.529 1.684 -1.053 0.0 0.1 0.2 0.166
H 1.135 2.575 1.356 0.0 0.1 -0.4 0.178
H 0.027 3.742 0.482 0.4 -0.2 -0.3 0.195


11
Properties=species:S:1:pos:R:3:forces:R:3:mulliken_spin:R:1 method="wB97M-V/def2-TZVPD" de_lowest_ev=0.0960 e_tot_ha=-1052.7285 homo_ev="-7.6121 / -7.6801" spin_multiplicity=8 e_lumo_ev="-1.096 / -1.056" orbital_gap_ha="0.239 / 0.243"
O 0.811 -0.294 -2.733 0.8 -0.7 0.8 -0.021
C -0.092 0.532 -3.222 -0.7 -0.1 -2.4 -0.008
O -0.811 1.115 -2.282 -0.4 0.4 1.3 -0.022
O -0.299 0.683 -4.433 0.4 0.0 1.4 -0.004
C 0.301 0.291 2.246 0.0 -0.6 0.3 0.019
C -0.214 -0.947 2.149 0.2 0.6 0.4 0.020
H -0.335 1.174 2.352 0.2 -0.3 0.0 0.000
H -1.296 -1.111 2.161 0.3 0.0 0.0 -0.001
H 0.431 -1.829 2.103 -0.2 0.2 0.0 0.000
Eu 0.115 -0.064 -0.606 -0.1 0.4 -1.9 7.018
H 1.389 0.449 2.265 -0.5 0.0 0.1 0.000


9
Properties=species:S:1:pos:R:3:forces:R:3:nbo_charge:R:1 method="wB97M-V/def2-TZVPD" de_lowest_ev=0.0000 e_tot_ha=-316.2139 homo_ev="-8.9360 / -10.2257" spin_multiplicity=3 e_lumo_ev="1.068 / -1.615" orbital_gap_ha="0.368 / 0.316"
C 0.784 -0.243 0.129 1.3 -2.1 -0.2 -0.504
C 0.951 -1.510 0.418 1.4 -0.3 0.4 0.259
C -1.353 1.922 -0.299 -2.4 0.2 -0.6 0.219
F 2.183 -2.107 0.438 -0.6 0.4 -0.1 -0.350
F -2.584 2.057 0.199 0.5 0.2 1.4 -0.341
H 1.604 0.266 -0.278 0.9 1.1 -0.2 0.216
H -0.194 0.034 0.025 -2.1 1.2 0.0 0.208
H -1.606 1.792 -1.345 1.7 -0.2 -0.9 0.130
H 0.215 -2.211 0.712 -0.7 -0.5 0.2 0.164


11
Properties=species:S:1:pos:R:3:forces:R:3:nbo_charge:R:1 method="wB97M-V/def2-TZVPD" de_lowest_ev=5.3712 e_tot_ha=-425.7312 homo_ev="-9.9279 / -9.4650" e_lumo_ev="-0.986 / -0.813" orbital_gap_ha="0.329 / 0.318"
C 0.457 2.685 -0.516 0.0 -1.5 1.2 0.660
C 0.535 0.569 0.372 1.9 -3.0 -5.3 -0.221
C -0.466 0.144 -0.860 -1.8 0.7 2.2 -0.345
N 0.720 1.910 0.424 -0.5 3.1 -0.2 -0.482
N -0.134 0.736 -2.057 0.6 0.9 -1.4 0.064
F 0.641 3.968 -0.496 0.2 0.3 -0.3 -0.287
F 1.115 0.264 -2.534 -0.6 -0.2 0.7 -0.281
H 0.230 -0.009 1.176 -0.4 -0.3 2.0 0.218
H 1.501 0.124 -0.112 -1.3 0.4 1.5 0.216
H -0.616 -0.957 -0.810 0.5 0.6 -0.4 0.230
H -1.492 0.671 -0.677 1.6 -1.0 -0.1 0.228


12
Properties=species:S:1:pos:R:3:forces:R:3:nbo_charge:R:1 method="wB97M-V/def2-TZVPD" de_lowest_ev=0.2933 e_tot_ha=-480.3462 homo_ev=-15.6247 e_lumo_ev=-7.671 smiles="[NH2+]=C1N=NCC1(F)F" charge=+1 orbital_gap_ha=0.292
C -0.265 -0.640 -0.424 6.9 -2.1 -2.3 0.517
C -0.515 1.248 0.945 1.6 0.1 -1.6 -0.385
C 0.637 0.460 0.222 -0.1 0.7 -0.9 0.617
N -1.542 -0.446 -0.099 -2.4 -3.2 -1.7 -0.212
N -1.710 0.602 0.502 -0.9 1.6 1.2 0.137
N 0.385 -1.584 -1.202 -4.1 2.9 3.2 -0.593
F 1.521 -0.088 1.098 -0.8 0.3 -0.9 -0.282
F 1.348 1.073 -0.802 -1.0 -0.4 1.5 -0.296
H -0.400 0.935 1.953 -0.1 0.4 1.4 0.289
H -0.639 2.321 0.774 0.5 -0.1 0.3 0.292
H 1.307 -1.449 -1.588 0.4 0.2 0.4 0.466
H -0.126 -2.433 -1.379 -0.1 -0.4 -0.6 0.450


10
Properties=species:S:1:pos:R:3:forces:R:3:nbo_charge:R:1 method="wB97M-V/def2-TZVPD" de_lowest_ev=3.1649 e_tot_ha=-391.5565 homo_ev=-10.2480 e_lumo_ev=0.484 orbital_gap_ha=0.394
C 0.816 0.491 -0.876 -1.3 2.2 -0.1 -0.111
C 0.442 0.703 0.579 4.2 -0.2 -1.2 0.564
C -0.151 -0.403 1.405 1.0 1.2 -1.0 -0.039
O 1.872 -0.116 -0.262 -1.7 1.2 1.3 -0.560
F 0.816 1.863 1.166 -0.5 -1.5 -0.4 -0.292
F 0.587 -0.781 2.485 -0.1 1.0 1.4 -0.331
H 0.014 -0.150 -1.274 0.6 0.0 -0.8 0.165
H 1.009 1.503 -1.496 -0.4 -2.3 1.3 0.190
H 0.010 -1.287 0.835 -1.4 -0.5 -1.3 0.223
H -1.137 0.046 1.577 -0.3 -1.1 0.8 0.190


10
Properties=species:S:1:pos:R:3:forces:R:3:nbo_charge:R:1 method="wB97M-V/def2-TZVPD" de_lowest_ev=2.9631 e_tot_ha=-391.4054 homo_ev="-6.8648 / -10.6016" spin_multiplicity=3 e_lumo_ev="0.641 / -2.913" orbital_gap_ha="0.276 / 0.283"
C -0.663 -0.597 0.105 -0.3 2.5 2.5 -0.498
C -0.910 0.978 0.167 -0.5 0.0 1.1 0.112
C -0.022 0.385 1.085 -3.1 -3.4 -3.3 0.382
O 1.651 0.974 0.008 1.8 0.6 -1.2 -0.389
F -2.171 1.382 0.682 0.8 0.2 -1.0 -0.365
F 0.469 0.353 2.252 1.0 0.3 2.7 -0.283
H -1.455 -1.302 0.409 0.2 0.6 -0.1 0.223
H -0.180 -0.795 -0.797 1.1 -0.9 -1.2 0.204
H -0.447 1.603 -0.637 -1.2 -0.2 0.4 0.183
H 2.156 1.580 0.572 0.2 0.2 0.1 0.431


Repeat the eighth record exactly.
12
Properties=species:S:1:pos:R:3:forces:R:3:nbo_charge:R:1 method="wB97M-V/def2-TZVPD" de_lowest_ev=0.2933 e_tot_ha=-480.3462 homo_ev=-15.6247 e_lumo_ev=-7.671 smiles="[NH2+]=C1N=NCC1(F)F" charge=+1 orbital_gap_ha=0.292
C -0.265 -0.640 -0.424 6.9 -2.1 -2.3 0.517
C -0.515 1.248 0.945 1.6 0.1 -1.6 -0.385
C 0.637 0.460 0.222 -0.1 0.7 -0.9 0.617
N -1.542 -0.446 -0.099 -2.4 -3.2 -1.7 -0.212
N -1.710 0.602 0.502 -0.9 1.6 1.2 0.137
N 0.385 -1.584 -1.202 -4.1 2.9 3.2 -0.593
F 1.521 -0.088 1.098 -0.8 0.3 -0.9 -0.282
F 1.348 1.073 -0.802 -1.0 -0.4 1.5 -0.296
H -0.400 0.935 1.953 -0.1 0.4 1.4 0.289
H -0.639 2.321 0.774 0.5 -0.1 0.3 0.292
H 1.307 -1.449 -1.588 0.4 0.2 0.4 0.466
H -0.126 -2.433 -1.379 -0.1 -0.4 -0.6 0.450